Density functional theory data (the ωB97M-V functional and the def2-TZVPD basis) for a molecular structure, C25H35BF2MoN4Si.

highest occupied orbital energy (spin up / spin down): -13.74 / -13.74 eV
total energy: -48285.4500 eV
gap between HOMO and LUMO (spin up / spin down): 6.2 / 6.3 eV

The geometry in ORCA input format:
```
! wB97M-V def2-TZVPD RIJCOSX def2/J DEFGRID3
* xyz 2 1
Mo 0.46 -0.15 0.03
C 2.31 -0.26 -3.32
C 2.48 0.82 -2.25
C 1.28 1.76 -2.11
N 0.16 1.19 -1.35
C -1.12 1.56 -1.68
C -1.43 2.58 -2.56
C -2.65 2.94 -3.15
C -3.84 2.26 -3.12
C -4.14 1.12 -2.37
C -3.41 0.52 -1.37
C -2.10 0.79 -0.92
N -1.58 0.27 0.20
C -2.49 -0.37 1.15
C -1.99 -0.22 2.58
C -0.59 -0.81 2.81
N 0.04 -1.33 1.59
C 0.43 -2.64 1.59
C -0.11 -3.62 2.43
C 0.21 -4.97 2.56
C 1.25 -5.68 2.01
C 2.21 -5.20 1.12
C 2.23 -4.00 0.44
C 1.36 -2.90 0.52
N 1.37 -1.89 -0.38
C 2.02 -2.19 -1.68
C 1.43 -1.44 -2.89
H 3.29 -0.65 -3.58
H 1.90 0.19 -4.22
H 3.34 1.44 -2.51
H 2.74 0.35 -1.28
H 0.95 1.99 -3.13
H 1.60 2.68 -1.63
H -0.60 3.22 -2.85
H -2.61 3.83 -3.77
H -4.63 2.63 -3.76
H -5.11 0.68 -2.55
H -3.91 -0.30 -0.87
H -2.62 -1.43 0.90
H -3.47 0.12 1.11
H -2.71 -0.71 3.23
H -2.00 0.84 2.85
H -0.63 -1.56 3.59
H 0.08 -0.04 3.19
H -0.94 -3.31 3.04
H -0.44 -5.52 3.24
H 1.35 -6.71 2.32
H 3.02 -5.88 0.88
H 3.06 -3.88 -0.24
H 1.91 -3.25 -1.87
H 3.09 -1.98 -1.61
H 0.41 -1.12 -2.68
H 1.37 -2.13 -3.72
F 2.70 -0.39 2.07
B 2.23 0.40 1.10
F 3.01 1.47 0.89
C -1.75 3.09 1.31
Si 0.03 2.48 1.39
C 0.66 2.36 3.16
C 1.06 3.79 0.50
H -1.72 4.16 1.54
H -2.41 2.62 2.05
H -2.22 2.98 0.33
H 0.67 3.39 3.54
H 1.69 1.99 3.22
H 0.04 1.78 3.83
H 1.08 4.65 1.17
H 0.61 4.12 -0.43
H 2.10 3.50 0.33
*
```

Density functional theory data (the ωB97M-V functional and the def2-TZVPD basis) for a molecular structure, C25H35BrCl2GaN2OSSi3.

highest occupied orbital energy: -4.01 eV
total energy: -213454.7180 eV
gap between HOMO and LUMO: 6.2 eV

The geometry in ORCA input format:
```
! wB97M-V def2-TZVPD RIJCOSX def2/J DEFGRID3
* xyz -1 1
Ga -1.13 -0.04 0.08
Cl -0.76 2.58 0.18
C -2.08 3.67 0.06
C -1.97 5.04 0.10
C -3.11 5.82 -0.01
C -4.34 5.22 -0.18
C -4.42 3.84 -0.24
Cl -6.01 3.15 -0.46
C -3.30 3.00 -0.13
S -3.43 1.28 -0.22
H -1.02 5.53 0.24
H -3.02 6.90 0.03
H -5.24 5.81 -0.27
C 3.61 0.61 2.10
Si 1.74 0.34 1.84
C 1.34 -1.30 2.67
C 0.96 1.68 2.89
C 1.36 0.23 -0.02
Si 2.30 1.67 -0.97
C 1.59 1.94 -2.70
C 4.09 1.09 -1.25
C 2.74 3.41 -0.35
Si 1.94 -1.32 -0.85
C 2.03 -1.39 -2.73
C 3.59 -2.03 -0.24
C 0.71 -2.72 -0.46
C 1.07 -4.06 -0.62
C 0.17 -5.08 -0.33
C -1.09 -4.72 0.12
C -1.39 -3.37 0.23
N -0.52 -2.39 -0.03
H 3.79 0.49 3.18
H 3.92 1.62 1.83
H 4.24 -0.10 1.57
H 1.66 -1.30 3.71
H 1.82 -2.16 2.18
H 0.25 -1.39 2.61
H 1.30 1.50 3.91
H -0.12 1.56 2.82
H 1.25 2.70 2.62
H 1.56 1.03 -3.29
H 2.23 2.66 -3.23
H 0.59 2.36 -2.67
H 4.16 0.13 -1.77
H 4.64 1.00 -0.32
H 4.61 1.83 -1.88
H 1.91 4.07 -0.17
H 3.39 3.85 -1.11
H 3.34 3.34 0.57
H 2.78 -0.72 -3.15
H 1.06 -1.16 -3.19
H 2.29 -2.41 -3.02
H 4.41 -1.36 -0.47
H 3.81 -2.99 -0.71
H 3.57 -2.19 0.84
H 2.07 -4.30 -0.95
H 0.45 -6.12 -0.44
H -1.84 -5.46 0.37
H -2.36 -3.07 0.59
Br -5.02 -4.12 -2.57
C -4.44 -3.09 -1.08
C -5.10 -3.18 0.13
C -4.64 -2.41 1.18
C -3.53 -1.59 1.00
N -2.91 -1.54 -0.18
C -3.34 -2.26 -1.21
H -5.96 -3.83 0.24
H -5.13 -2.44 2.15
H -3.02 -0.96 1.75
H -2.81 -2.17 -2.14
O -1.30 -0.20 1.81
*
```

Density functional theory data (the ωB97M-V functional and the def2-TZVPD basis) for a molecular structure, C25H35Cl2LuN4O3Se.

highest occupied orbital energy: -6.25 eV
total energy: -162609.6016 eV
gap between HOMO and LUMO: 6.5 eV

The geometry in ORCA input format:
```
! wB97M-V def2-TZVPD RIJCOSX def2/J DEFGRID3
* xyz 0 1
O -2.69 -1.66 -0.26
C -3.19 -1.10 -1.18
C -3.04 -1.37 -2.70
C -1.83 -1.85 -3.20
H -0.92 -1.70 -2.59
C -1.87 -2.52 -4.41
H -0.94 -2.90 -4.76
C -3.04 -2.69 -5.11
H -3.04 -3.22 -6.05
C -4.22 -2.18 -4.60
H -5.13 -2.26 -5.14
C -4.26 -1.51 -3.39
H -5.18 -1.13 -2.93
H -4.18 -0.37 -1.11
C -3.67 1.98 -0.43
C -2.67 1.40 -1.37
H -4.51 2.25 -1.13
H -3.39 2.93 0.14
H -4.06 1.23 0.30
C -2.52 1.64 -2.66
C -3.08 2.89 -3.30
H -2.11 0.89 -3.37
H -3.85 2.50 -3.97
H -2.35 3.45 -3.87
H -3.56 3.55 -2.57
Lu -0.91 2.11 -0.53
Cl 0.43 0.45 -1.86
Cl -0.78 4.40 -1.07
C 1.84 2.77 0.07
O 0.82 2.28 0.72
N 2.88 3.29 0.67
C 3.03 3.38 2.13
C 3.83 4.08 -0.10
H 1.85 2.75 -1.03
H 2.27 2.79 2.64
H 2.97 4.44 2.44
H 4.03 3.03 2.39
H 3.65 3.89 -1.17
H 4.85 3.79 0.16
H 3.71 5.14 0.11
H -2.21 1.94 4.90
H -3.19 -0.49 5.08
C -2.81 1.99 3.99
C -3.62 -0.35 4.08
N -2.86 0.68 3.35
H -2.38 2.71 3.29
C -2.32 0.47 2.16
O -1.80 1.39 1.44
H -3.59 -1.30 3.54
H -2.31 -0.57 1.80
H -3.83 2.30 4.28
H -4.66 -0.03 4.22
C 3.42 -0.44 1.00
N 3.33 -1.89 1.10
C 2.14 -2.56 1.26
Se 0.49 -1.84 1.46
N 2.51 -3.89 1.26
C 3.89 -4.05 1.12
C 4.70 -5.17 1.25
C 6.08 -4.95 1.24
C 6.61 -3.65 1.13
C 5.78 -2.53 1.03
C 4.41 -2.77 1.01
H 3.15 -0.09 -0.01
H 4.47 -0.17 1.22
H 2.75 0.02 1.72
H 1.83 -4.65 1.38
H 4.24 -6.15 1.35
H 6.77 -5.79 1.32
H 7.70 -3.52 1.13
H 6.14 -1.50 0.98
*
```

Density functional theory data (the ωB97M-V functional and the def2-TZVPD basis) for a molecular structure, C25H35F3KN8O4S.

highest occupied orbital energy: -5.46 eV
total energy: -81920.9049 eV
gap between HOMO and LUMO: 7.7 eV

The geometry in ORCA input format:
```
! wB97M-V def2-TZVPD RIJCOSX def2/J DEFGRID3
* xyz -1 1
K -0.17 -0.40 -0.73
O 1.80 -4.71 -1.04
C 1.65 -3.56 -0.66
N 0.50 -2.86 -0.63
C -0.62 -3.22 -0.02
O -0.71 -3.82 1.06
C -1.93 -2.83 -0.72
C -3.12 -3.24 -0.12
C -4.30 -3.05 -0.80
C -4.27 -2.45 -2.06
C -3.05 -2.04 -2.55
N -1.89 -2.23 -1.92
C 2.91 -2.82 -0.21
C 4.15 -3.34 -0.56
C 5.29 -2.74 -0.07
C 5.16 -1.65 0.79
C 3.89 -1.20 1.09
N 2.78 -1.75 0.59
H -3.06 -3.70 0.85
H -5.25 -3.36 -0.37
H -5.18 -2.26 -2.62
H -2.99 -1.54 -3.51
H 4.17 -4.22 -1.20
H 6.27 -3.12 -0.33
H 6.03 -1.16 1.21
H 3.74 -0.36 1.75
C 1.98 0.78 -3.55
C 2.99 0.62 -2.39
N 2.40 0.97 -1.11
C 2.36 2.37 -0.74
C 1.19 3.13 -1.41
N 0.02 2.30 -1.59
C -0.65 2.28 -2.88
C -0.50 0.91 -3.61
N 0.70 0.21 -3.18
H 2.41 0.35 -4.46
H 1.84 1.85 -3.75
H 3.89 1.21 -2.61
H 3.29 -0.43 -2.33
H 2.78 0.41 -0.37
H 3.30 2.90 -0.97
H 2.22 2.41 0.34
H 1.51 3.47 -2.40
H 0.99 4.04 -0.83
H -0.60 2.28 -0.80
H -0.27 3.09 -3.50
H -1.72 2.46 -2.75
H -0.53 1.09 -4.70
H -1.35 0.29 -3.33
H 0.65 -0.78 -3.38
C -0.08 3.78 3.44
N -0.68 2.46 3.37
C -2.03 2.51 2.80
C 0.11 1.34 3.24
S 1.76 1.45 2.88
N -0.49 0.15 3.47
C -1.70 0.00 4.27
C 0.10 -1.12 3.07
H -0.79 4.45 3.95
H 0.13 4.19 2.45
H 0.85 3.75 3.99
H -2.05 3.25 1.99
H -2.77 2.81 3.55
H -2.31 1.56 2.37
H -1.88 0.89 4.87
H -1.54 -0.84 4.95
H -2.58 -0.22 3.66
H 0.92 -0.98 2.38
H -0.66 -1.75 2.59
H 0.47 -1.64 3.96
F -4.24 -0.24 1.66
C -4.20 0.46 0.51
F -4.51 1.75 0.83
F -5.18 0.01 -0.27
C -2.78 0.44 -0.16
O -2.78 0.60 -1.39
O -1.83 0.33 0.64
*
```

We obtain relative energy (zero: lowest compared OMol25 entry of this formula, charge and spin) values of 38.5 45.2 117.4 33.5 kcal/mol for the records listed above, in that order.